Formula: C19H45N6O7Y
Source: the Open Molecules 2025 dataset
Level of theory: ωB97M-V/def2-TZVPD

Geometry as XYZ:
```
78
Properties=species:S:1:pos:R:3:forces:R:3
H 3.275697 1.320635 0.594610 0.1 0.1 0.0
H 6.283447 3.745967 -0.973761 -0.1 0.0 0.1
H -1.290434 -6.073541 2.600136 0.4 0.2 -0.5
H -6.545450 0.277448 1.718911 -0.4 0.6 -0.3
C -1.353980 -3.975139 2.965603 1.3 0.0 -0.9
C 4.352161 -0.041536 1.984395 -1.3 -0.3 0.5
C -0.417604 -4.133186 -3.407730 1.3 0.6 0.1
H 1.092925 1.855792 -2.055683 0.4 -0.2 -0.2
C 4.160248 3.994868 -1.028725 0.6 -0.2 -0.9
O -1.293784 2.842140 0.496539 -4.1 4.2 -0.5
H -1.335949 -4.104646 -3.985165 -0.1 -0.3 0.1
N 3.369312 4.910554 -0.431601 0.0 0.3 0.8
C 2.067114 4.567786 0.103938 0.6 0.0 -0.1
N 0.757519 0.244658 -3.420733 0.0 -0.7 -0.8
H 5.833233 5.451994 -0.913682 -0.1 0.1 -0.1
O 4.823123 -0.243448 3.093395 0.3 0.7 -0.4
H -0.026164 0.603906 -1.524046 0.2 -0.3 -0.1
H -2.701269 -1.801548 -0.357357 -0.4 -0.6 -0.7
C 0.950912 0.608498 -4.719876 1.5 0.2 -0.2
H 0.182069 1.701800 1.321546 0.0 0.1 0.3
N 4.473081 -0.921089 0.979583 0.4 -0.4 -0.5
C 3.426729 1.138895 1.654982 0.5 0.1 1.1
H -0.115885 -5.117378 -3.050592 -0.4 -0.2 -0.1
C -6.761174 2.578704 0.434422 1.0 1.2 -1.1
C -5.519707 1.887662 0.928147 -2.3 -0.6 -0.3
H 2.116741 3.566826 0.533248 -0.2 -0.2 -0.3
H 5.680969 4.461642 -2.420528 0.0 0.3 0.0
C -0.414655 -3.157988 -2.248707 -0.8 -0.5 -0.6
C -0.894602 1.683452 1.172023 0.0 -2.0 -0.7
H -6.498668 2.903913 -0.580811 -0.1 -0.1 -0.1
C -1.805369 -1.956780 4.275680 0.3 2.1 -0.3
H 0.413495 -3.781698 -4.021349 -0.2 -0.2 -0.3
C 1.422342 -0.515566 -5.660137 -0.8 0.5 0.3
H -4.196473 -0.796115 1.602476 0.0 0.3 -0.4
O -4.376721 2.367045 0.674888 1.4 2.2 -0.1
H -2.384186 -1.554462 5.106928 -0.2 -0.8 0.2
C 0.336750 1.144688 -2.397743 -0.6 0.6 0.5
H -2.999678 -3.708037 4.056027 -0.1 0.4 0.3
H 5.501799 -2.568185 0.167239 0.0 -0.1 0.1
C -4.530268 0.073416 2.168424 -0.1 -1.1 1.4
H 0.835908 -0.748416 -3.244443 -0.1 0.2 0.6
C 5.568899 4.486174 -1.336484 -0.1 -0.8 -0.1
H 2.031502 -1.243850 -5.129514 -0.2 -0.2 -0.1
C -1.745392 -2.349901 -0.358945 -0.9 0.3 0.5
H 1.973925 -0.142944 -6.518530 0.1 0.4 0.3
O 0.886106 1.761489 -5.095944 -0.6 0.4 0.0
H -1.453574 1.302767 2.036229 0.0 1.3 0.6
H 1.833238 5.223834 0.941614 -0.2 0.3 -0.3
H -1.111329 0.795084 0.553724 0.4 0.4 -0.6
H -4.862626 -0.344599 3.124051 -0.2 0.0 -0.1
O 3.753951 2.899364 -1.385055 0.0 0.2 0.5
H -2.058306 -5.109181 1.278620 -0.2 -0.2 0.0
H 3.883754 1.985677 2.173966 0.0 0.2 -0.4
O 0.464509 -2.332690 -2.080528 -0.1 0.2 0.2
C -1.942379 -5.237013 2.347621 0.0 -0.1 2.0
H 3.792563 -0.870945 0.243387 0.3 -0.1 -0.3
H 3.813957 5.774455 -0.178672 -0.2 0.1 0.2
H 0.504310 -0.924981 -6.089199 0.1 -0.5 0.1
H 5.098805 -2.666923 1.951690 -0.1 -0.4 -0.3
H -6.838341 3.531630 0.965830 -0.4 -0.2 0.3
H -0.760276 -1.769755 4.521779 0.1 -0.8 0.1
N -1.517654 -3.258019 -1.460595 0.0 1.1 0.5
H 6.336632 -1.593532 1.445870 0.2 -0.3 -0.3
H -1.078553 -1.491703 -0.371992 0.8 -0.7 0.1
H -1.770605 -2.904829 0.578144 0.6 0.3 0.2
H -2.823879 -5.516541 2.933368 -0.5 0.1 -0.8
H -7.717722 2.079476 0.326583 0.1 -0.4 0.6
N -5.674634 0.766636 1.584037 2.0 -0.1 0.3
H 1.360796 4.631027 -0.728278 -0.5 -0.2 0.4
H -1.977825 -1.187978 3.499188 -0.1 -0.2 -0.3
O -0.235560 -3.598646 2.652206 -0.4 0.2 0.0
Y -2.977755 4.376838 0.136226 3.0 -6.3 1.3
H -2.196677 -3.978210 -1.621958 0.1 -0.1 -0.2
N -2.135481 -3.256204 3.809872 -0.8 -0.9 0.2
C 5.402143 -2.043728 1.109474 -0.3 0.8 0.8
H -0.508843 1.772225 -2.709002 0.0 -0.1 -0.4
H 2.480147 1.011258 2.187633 -0.1 -0.3 -0.2
H -3.691384 0.690675 2.473124 -0.1 0.4 -0.6
```
Forces are in eV/Å.

## Properties
total charge	+2
multiplicity	1
Kohn-Sham gap	1.97	eV

=====

Formula: C21H53F3N3O20P4S4
Source: the Open Molecules 2025 dataset
Level of theory: ωB97M-V/def2-TZVPD

Geometry as XYZ:
```
108
Properties=species:S:1:pos:R:3:forces:R:3
H -5.327264 5.263168 -3.722721 0.0 -0.1 -0.1
O 5.445806 -2.314713 3.217117 -0.1 0.4 0.0
H 2.035554 -1.435681 -1.864560 -0.7 0.3 -0.3
H -1.424293 4.111872 -2.826658 -0.1 0.2 -0.6
H 3.184808 4.310479 -0.496783 0.3 0.6 0.0
H -8.636041 -0.584550 6.530463 0.0 -0.1 -0.1
O -4.369895 7.118227 -6.396059 0.1 0.3 -0.2
C -3.735906 9.318962 -7.464376 0.0 -0.1 -0.1
N -1.932222 0.508747 -2.131914 0.2 -1.4 0.2
P -3.168176 3.092443 -2.067364 -0.9 2.0 0.1
C -0.478190 0.393608 -2.317344 -0.7 0.8 0.1
C -2.389020 1.593212 -1.237414 0.6 -0.3 0.4
H -3.097811 8.798110 -8.173861 0.0 0.0 0.0
C 5.861076 -4.172476 1.662154 0.2 0.2 -0.3
H 2.253864 -10.674130 0.523117 -0.1 0.0 0.1
C -7.618634 -0.199821 6.564654 0.1 0.1 0.1
H 0.945657 -9.634359 1.127576 0.0 -0.1 0.1
C 6.646185 -9.153425 1.643970 0.0 0.0 0.1
C 4.052934 2.165042 -1.097793 0.1 -0.8 0.2
H -0.172923 1.189823 -3.035687 0.3 -0.3 0.5
C 2.018994 -9.695494 0.943026 0.1 0.1 -0.3
F -0.502989 -0.534373 1.932808 0.9 0.1 -0.3
O -4.224950 0.016510 -3.589840 1.9 -0.8 1.2
O 4.815587 -8.719071 -0.146329 -0.1 0.4 0.0
O -4.530170 2.869667 -2.482917 -0.6 -0.8 -0.5
N -0.330882 1.007910 0.180866 -1.0 -0.4 0.8
S 5.035676 -8.552244 1.256526 0.3 -0.8 0.4
H 1.724945 0.741645 1.938672 -0.7 -0.5 -0.4
O -2.230241 3.749985 -3.234142 0.2 -0.7 1.8
F -1.738368 -0.915469 0.263306 0.2 0.1 -1.0
O 1.749165 -1.544831 0.496319 -0.3 0.4 0.1
H 1.811408 0.973037 -2.541427 -0.3 0.2 0.4
O -6.496915 -2.325684 5.539437 0.1 0.0 -0.3
H -4.765796 9.349480 -7.811764 0.0 0.0 0.0
H 6.801471 -4.382795 2.173532 -0.1 -0.1 0.0
H 1.452340 2.378685 -1.593576 0.0 -0.3 0.4
H 6.257560 1.069194 3.177819 -0.1 -0.1 -0.1
C 4.369462 3.008639 0.148477 -1.5 1.6 -1.9
C 2.793987 -9.464811 2.226357 -0.8 0.1 -0.1
O 4.357664 -0.648976 1.757942 0.1 -0.1 -0.3
H -5.005619 6.996411 -3.692385 0.0 0.0 0.0
H 2.473072 -10.186936 2.976079 0.3 0.0 0.0
O -2.319784 8.208094 -5.567329 -0.1 0.0 0.3
S -6.731754 -0.947683 5.238592 -0.1 0.4 0.5
H -4.633265 5.125497 -6.079364 0.0 0.2 -0.3
C 4.884875 -3.490342 2.597934 -0.2 -0.7 -0.5
S 5.630880 -1.006411 2.325559 0.2 -0.1 0.9
H -2.037959 -1.392035 -4.378059 0.2 -0.1 -0.7
H -3.321837 5.826102 -5.144949 0.0 0.2 -0.1
C 3.046920 0.972697 -0.825596 0.4 1.2 -0.6
H 5.147957 0.209557 4.282846 0.0 0.0 0.0
C -4.323423 -0.237660 3.208205 -0.5 -0.1 0.0
O 6.791842 -1.158425 1.506419 -0.3 0.1 -0.4
O 4.207652 -9.662046 2.052153 0.3 0.1 0.0
O -4.561260 9.148527 -5.006838 0.3 0.0 0.2
H 6.720055 -10.189446 1.322365 0.0 0.0 0.0
H 6.872462 -0.272303 4.179492 0.0 0.0 0.0
H 7.360848 -8.541800 1.096377 -0.1 0.0 0.0
C -5.302085 6.166746 -4.334547 0.0 0.2 0.2
O -5.357159 -0.141389 5.425197 -0.2 0.1 0.1
O -3.253313 4.239393 -0.882942 1.5 -1.1 -0.6
O 3.913509 4.312875 0.140581 -0.3 -0.9 -0.6
N 1.413961 3.067915 1.226003 -1.0 -1.1 -1.1
P 1.107318 -1.280224 -0.805321 0.2 -1.0 1.3
H 5.443497 -5.105154 1.287581 -0.1 0.0 0.2
H -3.369259 10.329960 -7.297484 0.0 0.0 0.1
C 1.670457 1.303745 -1.495997 0.3 -1.0 0.5
H 3.011699 0.685793 0.231380 0.1 0.2 -0.3
H -3.412772 -0.501564 2.689045 0.0 -0.2 0.2
H -4.258853 -0.572226 -2.811363 -0.6 0.0 -0.3
H -7.623557 0.877986 6.420301 0.0 0.0 0.0
O -7.334667 -0.549413 4.004204 0.1 -0.2 -0.1
C 0.403104 0.453459 -0.999310 1.3 -0.4 -2.9
H 3.955355 -3.235590 2.082813 0.1 0.2 0.0
H -3.351452 -0.079268 5.112163 -0.2 0.1 0.2
H 4.627683 -4.171511 3.408194 0.1 0.3 0.2
H 0.016240 -2.168056 -1.034969 0.2 0.5 -0.5
C -4.342104 5.998490 -5.496044 -0.1 -0.5 0.6
H -3.166521 1.159067 -0.582287 0.0 0.6 -0.4
H 5.006636 1.696606 -1.394098 -0.3 0.3 0.2
S -3.683701 8.479734 -5.915551 -0.3 -0.1 -0.7
H -6.309159 6.381967 -4.693286 0.0 -0.1 0.0
H -0.269033 -0.559642 -2.835363 0.0 0.3 0.2
H 6.812912 -9.062064 2.714395 0.0 0.0 0.0
H -7.144898 -0.467488 7.505816 0.0 0.0 0.0
C -4.216493 -0.585157 4.682621 0.4 -0.2 -0.5
H 3.496192 0.124604 -1.367255 -0.4 0.1 0.4
H 2.271974 -8.951066 0.188233 0.0 0.0 0.0
H 6.094555 -3.540752 0.804389 0.0 0.0 0.0
O -1.894983 -0.495710 -4.746304 -0.6 -0.5 2.4
C -1.186107 0.048853 0.951787 -1.4 -1.5 1.7
P 0.753723 1.694168 1.552421 2.3 2.6 1.5
O 4.991754 2.637808 1.057406 1.5 -1.3 2.0
F -2.168484 0.690149 1.582763 0.4 1.0 -0.8
H -0.606501 2.756272 -0.972994 0.2 -0.5 0.4
H -4.066410 -1.657829 4.825930 -0.2 0.0 0.1
H -1.560498 2.783334 0.469720 -0.1 -0.7 -0.1
O 4.838349 -7.282215 1.893136 -0.2 0.1 -0.2
H 2.600555 -8.469520 2.632963 0.2 0.0 0.0
P -2.681412 0.567229 -3.743401 -1.1 2.4 -2.5
H 1.154157 3.386962 0.298005 0.4 0.7 0.3
H -4.518326 0.828695 3.076557 0.1 0.0 0.0
H -2.393060 4.667420 -0.737284 -0.4 0.3 0.2
C -1.234208 2.106841 -0.334439 0.0 1.3 -1.1
H 3.733264 2.757531 -1.971982 0.0 -0.1 0.4
H -0.126134 1.861305 2.656913 -0.3 -0.8 -0.6
C 6.013845 0.110243 3.632979 0.0 0.0 0.1
H -5.144718 -0.776645 2.735614 0.0 0.0 0.0
```
Forces are in eV/Å.

## Properties
total charge	+1
multiplicity	1
Kohn-Sham gap	8.33	eV

=====

Formula: CH4N3O2
Source: the Open Molecules 2025 dataset
Level of theory: ωB97M-V/def2-TZVPD

Geometry as XYZ:
```
10
Properties=species:S:1:pos:R:3:forces:R:3
C 0.218436 1.173957 -0.002901 3.2 0.8 1.5
H -0.534097 0.614400 0.530434 -1.0 0.8 0.2
H 0.030217 1.663271 -0.978543 -0.7 0.2 1.1
O 2.159503 -1.777042 -0.194584 -0.2 1.1 -0.5
N 1.150112 0.176941 -0.413708 1.8 -1.8 -3.2
O -2.687195 -0.908426 0.474296 5.5 0.0 -1.3
H 0.777867 1.894264 0.764995 -1.5 -0.8 -1.3
N -1.397939 -0.902849 0.255503 -6.1 -0.9 1.7
N 1.524511 -0.792072 0.306871 -1.0 0.3 2.1
H -1.241413 -1.142444 -0.742363 0.0 0.2 -0.2
```
Forces are in eV/Å.

## Properties
total charge	-1
multiplicity	1
Kohn-Sham gap (alpha / beta)	4.86 / 4.86	eV

=====

Formula: C3H6N2S3
Source: the Open Molecules 2025 dataset
Level of theory: ωB97M-V/def2-TZVPD

Geometry as XYZ:
```
14
Properties=species:S:1:pos:R:3:forces:R:3
S -1.973259 -1.852298 0.150686 -0.7 -0.3 -1.5
H 0.865363 -1.450981 0.641596 -0.4 0.7 0.6
S -2.167583 -0.236837 -1.169491 0.4 1.2 0.8
N -0.980626 0.173593 1.254436 -0.2 2.4 -1.3
H 1.318461 -1.642163 -0.926885 0.8 0.0 0.2
S -1.216462 2.546417 -0.027590 -0.9 0.3 -1.2
C 1.464636 -0.924135 -0.096605 -1.7 -0.5 -1.9
H -0.728168 2.598305 1.170706 0.6 0.3 1.3
H 1.806202 1.113632 -0.397852 0.4 1.8 0.0
C -1.304715 0.823408 0.101190 0.4 -1.8 -0.5
C 1.071860 0.417138 -0.656863 -0.4 -2.5 1.2
H 0.584107 0.359437 -1.599004 -0.2 0.6 -0.6
H 2.443162 -0.883778 0.272088 1.6 -0.2 0.4
N -1.182977 -1.041734 1.283583 0.4 -1.8 2.6
```
Forces are in eV/Å.

## Properties
multiplicity	1
Kohn-Sham gap (alpha / beta)	7.30 / 7.19	eV